2 unconnected molecules or ions with the total composition C4H9NS at a distorted geometry. Source: the Open Molecules 2025 dataset; level of theory: wB97M-V/def2-TZVPD.

Output
SMILES string: [NH3+][S-].C#CCC
Electronic energy in eV: -16615.5994
Lowest unoccupied orbital energy in eV: 0.2558
Frontier orbital gap in eV: 8.006

Cartesian coordinates (Å):
N -3.013 -1.297 0.663
S -3.507 0.220 -0.256
H -2.203 -1.715 0.236
H -2.741 -0.942 1.572
H -3.802 -2.045 0.816
C 0.972 -1.567 -0.247
C 1.025 -0.410 -0.623
C 1.454 0.942 -0.945
C 1.892 1.666 0.288
H 1.077 -2.583 -0.044
H 0.739 1.386 -1.525
H 2.214 0.648 -1.612
H 2.144 2.638 -0.070
H 2.704 1.266 0.770
H 1.044 1.791 0.976

***

2 unconnected molecules or ions with the total composition C8H20BN2O3S at a distorted geometry. Source: the Open Molecules 2025 dataset; level of theory: wB97M-V/def2-TZVPD.

Output
Electronic energy in eV: -29248.7520
Lowest unoccupied orbital energy in eV: -3.8090
Net charge: +1
Frontier orbital gap in eV: 7.533

Cartesian coordinates (Å):
C 2.573 -0.448 1.528
B 1.688 0.420 0.574
O 2.217 1.517 -0.075
C 0.137 0.090 0.288
C -0.753 1.098 1.027
C -0.469 2.561 0.750
N -0.856 3.539 1.451
C -0.231 -1.333 0.703
C -1.708 -1.733 0.472
C -2.582 -1.707 1.743
S -4.056 -0.668 1.466
O -0.177 0.326 -1.157
C 0.082 -0.619 -2.021
O 1.153 -1.180 -2.153
H 2.197 -0.470 2.558
H 2.599 -1.492 1.194
H 3.604 -0.084 1.558
H 2.678 2.121 0.521
H -1.793 0.927 0.716
H -0.704 0.893 2.101
H 0.103 2.769 -0.157
H -1.377 3.226 2.273
H 0.438 -2.066 0.245
H -0.019 -1.374 1.777
H -2.143 -1.068 -0.282
H -1.711 -2.751 0.076
H -2.040 -1.307 2.602
H -2.911 -2.713 2.003
H -4.298 -0.352 2.743
H -0.761 -0.854 -2.690
N 1.828 0.549 -4.369
H 2.738 0.514 -4.832
H 1.549 1.524 -4.241
H 1.136 0.066 -4.944
H 1.873 0.078 -3.445

***

A molecular structure, C17H26FNOS at a distorted geometry. Source: the Open Molecules 2025 dataset; level of theory: wB97M-V/def2-TZVPD.

Output
Electronic energy in eV: -35127.5178
Lowest unoccupied orbital energy in eV: 0.4290
Frontier orbital gap in eV: 9.153

Cartesian coordinates (Å):
C -6.995 0.888 0.941
H -7.020 0.708 1.925
H -7.236 -0.105 0.258
H -7.843 1.606 0.650
S -5.498 1.982 0.179
C -4.116 0.674 0.882
C -3.986 -0.516 0.082
H -3.866 -0.270 -1.247
H -4.995 -1.125 -0.208
C -3.043 -1.583 0.332
N -1.598 -1.653 -0.217
C -0.862 -0.333 0.122
H -1.183 0.074 1.241
C 0.535 -0.489 0.022
C 0.788 -0.645 -1.608
C 0.003 -1.837 -1.862
C -1.577 -1.472 -1.546
H -2.096 -2.444 -1.848
H -2.014 -0.829 -2.255
H 0.307 -2.846 -1.436
H 0.068 -1.906 -3.162
H 1.967 -1.027 -1.527
H 0.540 0.088 -2.024
C 1.205 -1.575 1.073
O 0.562 -2.884 0.494
H -0.472 -2.657 0.615
H 1.000 -0.980 1.997
H 2.169 -1.762 0.653
C 1.284 0.975 0.500
C 2.659 1.020 0.284
C 3.533 0.562 1.180
C 4.941 0.733 0.971
C 5.408 1.006 -0.122
C 4.637 1.536 -1.189
C 3.280 1.445 -0.994
H 2.572 1.461 -1.830
H 5.022 1.727 -2.301
F 6.791 1.002 -0.045
H 5.601 0.375 1.907
H 3.252 0.243 2.272
H 0.671 1.781 -0.051
H 1.113 1.056 1.645
H -1.227 0.675 -0.252
H -2.886 -1.497 1.476
H -3.222 -2.669 -0.069
H -3.410 1.239 0.816
H -4.478 0.396 1.909

***

5 unconnected molecules or ions with the total composition C45H101N2O4P2 at a distorted geometry. Source: the Open Molecules 2025 dataset; level of theory: wB97M-V/def2-TZVPD.

Output
Electronic energy in eV: -78030.5785
Lowest unoccupied orbital energy in eV: -5.0467
Net charge: +3
Frontier orbital gap in eV: 10.827

Cartesian coordinates (Å):
O 0.012 2.586 -0.113
C -0.388 1.396 -0.610
O -1.399 1.197 -1.287
O 0.428 0.465 -0.313
H -0.416 3.369 -0.473
C 5.078 1.360 1.716
C 3.867 1.504 0.804
O 2.848 0.802 1.100
N 3.979 2.221 -0.304
H 4.799 2.782 -0.371
H 1.269 0.733 0.198
C 2.980 2.096 -1.326
H 6.093 1.297 1.249
H 4.995 0.695 2.563
H 5.068 2.365 2.137
H 2.363 2.960 -1.401
H 2.378 1.186 -1.192
H 3.432 2.042 -2.383
C 1.663 -1.114 4.433
C 0.471 -0.314 3.724
C 0.098 0.994 4.365
C 1.380 1.775 4.766
P 0.967 3.553 5.089
C 2.568 4.241 5.549
C 2.427 5.503 6.455
C 3.861 5.869 7.017
C 4.698 6.522 5.923
C 0.286 4.402 3.620
C 0.769 5.850 3.410
C 0.262 6.457 2.075
C 0.504 7.889 1.833
C -0.132 3.601 6.547
C -0.911 4.862 6.694
C -2.385 4.894 6.294
C -2.878 6.111 5.531
H 1.520 -1.120 5.513
H 2.667 -0.755 4.190
H 1.516 -2.196 4.206
H -0.392 -0.970 3.771
H 0.677 -0.131 2.639
H -0.552 0.936 5.263
H -0.469 1.647 3.716
H 2.129 1.761 3.941
H 1.811 1.407 5.673
H 3.285 4.550 4.771
H 3.060 3.425 6.106
H 1.685 5.420 7.202
H 2.083 6.307 5.737
H 4.344 5.033 7.541
H 3.702 6.542 7.899
H 5.008 5.740 5.192
H 5.488 7.071 6.328
H 3.977 7.250 5.484
H -0.806 4.462 3.654
H 0.545 3.720 2.794
H 1.811 5.893 3.393
H 0.420 6.499 4.224
H -0.815 6.364 2.084
H 0.575 5.906 1.152
H 1.561 8.153 1.710
H 0.123 8.535 2.702
H -0.038 8.201 0.892
H 0.506 3.454 7.450
H -0.782 2.695 6.533
H -0.393 5.611 6.045
H -0.814 5.167 7.708
H -3.027 4.673 7.130
H -2.516 3.980 5.713
H -3.983 5.973 5.316
H -2.331 6.286 4.596
H -2.830 7.058 6.115
C 6.483 -4.282 -2.023
C 5.528 -3.158 -2.509
C 4.085 -3.603 -2.727
C 3.340 -3.740 -1.393
P 1.772 -4.573 -1.772
C 0.811 -4.761 -0.232
C -0.421 -5.615 -0.390
C -1.077 -5.682 0.976
C -2.515 -6.075 1.006
C 0.862 -3.597 -2.976
C 0.504 -2.198 -2.430
C -0.460 -1.587 -3.405
C 0.159 -1.228 -4.761
C 2.102 -6.171 -2.558
C 2.987 -7.069 -1.723
C 3.361 -8.407 -2.448
C 4.095 -9.325 -1.526
H 6.038 -4.840 -1.229
H 7.449 -3.807 -1.747
H 6.644 -4.939 -2.893
H 6.010 -2.772 -3.404
H 5.537 -2.379 -1.779
H 4.041 -4.551 -3.283
H 3.552 -2.915 -3.376
H 3.111 -2.787 -0.926
H 3.868 -4.390 -0.778
H 0.538 -3.809 0.203
H 1.415 -5.174 0.566
H -0.261 -6.614 -0.730
H -1.106 -5.173 -1.087
H -1.020 -4.697 1.508
H -0.496 -6.349 1.623
H -3.229 -5.526 0.439
H -2.743 -6.070 2.112
H -2.619 -7.070 0.652
H -0.089 -4.175 -3.190
H 1.384 -3.501 -3.979
H 1.380 -1.560 -2.300
H 0.059 -2.279 -1.434
H -0.790 -0.679 -2.857
H -1.277 -2.268 -3.388
H -0.398 -0.328 -5.037
H 0.026 -1.939 -5.573
H 1.203 -1.039 -4.590
H 2.602 -5.980 -3.515
H 1.118 -6.622 -2.760
H 2.698 -7.417 -0.722
H 3.954 -6.544 -1.666
H 3.911 -8.095 -3.338
H 2.451 -8.835 -2.850
H 4.349 -10.225 -2.071
H 3.472 -9.586 -0.673
H 5.048 -8.871 -1.206
C -3.270 1.624 -5.614
C -4.469 2.403 -4.988
C -5.771 1.825 -5.407
C -5.944 0.489 -4.654
N -7.069 -0.411 -5.179
C -7.367 -1.609 -4.276
C -7.991 -2.665 -5.221
C -7.178 -2.504 -6.564
C -6.614 -1.010 -6.466
C -8.376 0.310 -5.314
H -3.269 0.506 -5.487
H -2.365 1.942 -5.157
H -3.251 1.700 -6.729
H -4.401 3.394 -5.276
H -4.332 2.401 -3.881
H -5.626 1.599 -6.490
H -6.598 2.489 -5.300
H -6.077 0.692 -3.565
H -5.038 -0.073 -4.765
H -8.029 -1.286 -3.516
H -6.435 -1.960 -3.855
H -9.047 -2.387 -5.292
H -7.948 -3.693 -4.763
H -7.711 -2.491 -7.473
H -6.424 -3.284 -6.575
H -7.017 -0.324 -7.212
H -5.557 -1.002 -6.573
H -9.162 -0.355 -5.524
H -8.298 1.097 -6.057
H -8.592 0.759 -4.368

***

7 unconnected molecules or ions with the total composition C42H33Br2F3O13Si at a distorted geometry. Source: the Open Molecules 2025 dataset; level of theory: wB97M-V/def2-TZVPD.

Output
SMILES string: C/C(Br)=C(/Br)[SiH2]C[C@@H](O)C(F)(F)F.O=C1C=CC(=O)C=C1.O=C1C=CC(=O)C=C1.O=C1C=CC(=O)C=C1.O=C1C=CC(=O)C=C1.O=C1C=CC(=O)C=C1.O=C1C=CC(=O)C=C1
Electronic energy in eV: -226814.3977
Lowest unoccupied orbital energy in eV: -1.8322
Frontier orbital gap in eV: 7.453

Cartesian coordinates (Å):
C 4.645 -0.898 3.907
C 4.291 0.338 3.169
Br 5.829 1.462 2.849
C 3.109 0.679 2.726
Br 2.891 2.317 1.735
Si 1.619 -0.435 2.993
C 0.172 0.587 3.674
C -1.141 0.432 2.919
O -0.883 0.524 1.521
C -1.879 -0.873 3.208
F -1.280 -1.637 4.070
F -3.071 -0.591 3.725
F -2.102 -1.538 2.112
H 5.609 -0.732 4.355
H 3.968 -1.134 4.712
H 4.777 -1.745 3.256
H 1.262 -1.237 1.812
H 1.973 -1.405 4.048
H 0.073 0.461 4.744
H 0.456 1.617 3.530
H -1.767 1.280 3.162
H -0.571 1.431 1.389
O -4.812 -4.707 -1.004
C -4.330 -3.682 -1.439
C -3.312 -2.923 -0.672
C -2.785 -1.799 -1.148
C -3.192 -1.256 -2.468
O -2.704 -0.233 -2.902
C -4.214 -2.012 -3.240
C -4.737 -3.138 -2.758
H -3.027 -3.334 0.288
H -2.040 -1.231 -0.601
H -4.502 -1.599 -4.206
H -5.481 -3.708 -3.301
O -1.029 -2.389 -9.573
C -1.797 -1.971 -8.729
C -3.216 -1.690 -9.060
C -4.059 -1.232 -8.139
C -3.613 -0.985 -6.745
O -4.383 -0.568 -5.903
C -2.196 -1.265 -6.415
C -1.351 -1.724 -7.336
H -3.520 -1.879 -10.082
H -5.098 -1.019 -8.358
H -1.893 -1.074 -5.393
H -0.310 -1.937 -7.116
O 4.975 -4.498 -10.373
C 4.203 -4.081 -9.536
C 2.784 -3.800 -9.863
C 1.939 -3.340 -8.943
C 2.385 -3.093 -7.551
O 1.616 -2.675 -6.707
C 3.804 -3.373 -7.220
C 4.646 -3.832 -8.140
H 2.480 -3.988 -10.885
H 0.899 -3.127 -9.163
H 4.106 -3.184 -6.197
H 5.685 -4.044 -7.921
O -1.603 7.752 5.174
C -1.249 6.762 4.570
C -2.235 5.853 3.933
C -1.843 4.768 3.274
C -0.409 4.422 3.146
O -0.048 3.429 2.542
C 0.579 5.326 3.781
C 0.190 6.413 4.441
H -3.275 6.121 4.034
H -2.548 4.095 2.802
H 1.622 5.051 3.675
H 0.893 7.089 4.912
O 7.074 -2.657 3.597
C 8.021 -2.727 4.352
C 8.522 -4.034 4.843
C 9.559 -4.106 5.673
C 10.259 -2.883 6.142
O 11.204 -2.950 6.897
C 9.756 -1.576 5.649
C 8.719 -1.504 4.819
H 7.999 -4.914 4.490
H 9.941 -5.049 6.044
H 10.278 -0.696 6.002
H 8.337 -0.560 4.447
O -4.937 5.371 2.771
C -6.100 5.127 3.027
C -6.951 6.106 3.744
C -8.222 5.838 4.026
C -8.844 4.548 3.632
O -10.003 4.305 3.887
C -7.990 3.569 2.913
C -6.718 3.838 2.632
H -6.480 7.041 4.022
H -8.861 6.538 4.550
H -8.460 2.634 2.634
H -6.079 3.139 2.108

***

A molecular structure, C2HClIN at a distorted geometry. Source: the Open Molecules 2025 dataset; level of theory: wB97M-V/def2-TZVPD.

Output
Electronic energy in eV: -24201.8785
Lowest unoccupied orbital energy in eV: -0.6778
Frontier orbital gap in eV: 9.681

Cartesian coordinates (Å):
C -0.388 0.844 0.763
C -0.086 -0.276 -0.401
N -0.620 1.572 1.609
Cl -0.299 -1.820 0.361
I 2.013 -0.040 -0.993
H -0.620 -0.281 -1.340